Entry one
C5H14 | the ωB97M-V functional and the def2-TZVPD basis

Summary:
SMILES: CCC.CC
highest occupied orbital energy: -10.80 eV

The geometry in XYZ format:
```
19
Properties=species:S:1:pos:R:3:lowdin_charge:R:1
C 1.16 -0.12 -0.36 -0.16
C 1.51 0.25 -1.73 -0.31
C 3.08 0.28 -1.84 -0.14
H 0.06 -0.30 -0.38 0.08
H 1.71 -0.97 -0.19 0.05
H 1.15 0.55 0.46 0.06
H 1.29 1.18 -2.25 0.09
H 1.27 -0.73 -2.39 0.15
H 3.73 0.68 -0.98 0.10
H 3.32 0.78 -2.72 0.03
H 3.40 -0.74 -2.02 0.06
C -2.69 -0.86 1.68 -0.18
C -2.78 0.63 1.89 -0.18
H -3.15 -1.44 2.51 0.08
H -2.87 -1.19 0.75 0.01
H -1.56 -1.13 1.80 0.09
H -3.75 1.00 1.43 0.08
H -2.11 1.18 1.36 0.01
H -2.76 0.94 2.98 0.09
```


Entry two
C5H14 | the ωB97M-V functional and the def2-TZVPD basis

Summary:
SMILES: CCC.CC
highest occupied orbital energy: -11.21 eV

The geometry in XYZ format:
```
19
Properties=species:S:1:pos:R:3:lowdin_charge:R:1
C -0.24 -1.75 1.61 -0.13
C -1.10 -0.71 0.90 -0.31
C -1.93 -1.29 -0.25 -0.11
H 0.59 -1.32 2.17 0.06
H -0.83 -2.41 2.24 0.07
H 0.21 -2.40 0.85 0.07
H -0.46 0.10 0.54 0.06
H -1.76 -0.21 1.60 0.09
H -2.97 -0.96 -0.21 0.06
H -1.95 -2.38 -0.22 0.06
H -1.56 -0.98 -1.22 0.06
C 1.59 2.54 -0.81 -0.16
C 1.43 1.04 -1.14 -0.17
H 0.76 3.10 -1.22 0.05
H 1.53 2.68 0.27 0.06
H 2.46 2.99 -1.28 0.06
H 2.04 0.75 -2.00 0.06
H 1.73 0.45 -0.28 0.05
H 0.45 0.77 -1.55 0.05
```


The most stable of them is entry two.


Entry one
C5H14 | the ωB97M-V functional and the def2-TZVPD basis

Summary:
SMILES: CCC.CC
highest occupied orbital energy: -11.04 eV

The geometry in XYZ format:
```
19
Properties=species:S:1:pos:R:3:lowdin_charge:R:1
C -1.25 -1.40 1.67 -0.14
C 0.18 -1.12 1.31 -0.32
C 0.53 -1.71 -0.06 -0.16
H -1.60 -2.47 1.80 0.09
H -1.90 -0.90 0.94 0.06
H -1.58 -0.83 2.56 0.07
H 0.35 0.00 1.36 0.11
H 0.92 -1.51 1.99 0.09
H -0.30 -1.65 -0.81 0.08
H 1.46 -1.42 -0.53 0.05
H 0.57 -2.81 -0.10 0.07
C 0.44 2.69 -1.04 -0.18
C 0.26 1.25 -1.46 -0.20
H -0.49 3.25 -1.08 0.06
H 0.78 2.65 0.01 0.06
H 1.26 3.22 -1.56 0.07
H 1.08 0.59 -1.24 0.04
H 0.07 1.26 -2.56 0.07
H -0.80 0.89 -1.21 0.09
```


Entry two
C5H14 | the ωB97M-V functional and the def2-TZVPD basis

Summary:
SMILES: CCC.CC
highest occupied orbital energy: -10.77 eV

The geometry in XYZ format:
```
19
Properties=species:S:1:pos:R:3:lowdin_charge:R:1
C -1.23 2.01 2.20 -0.13
C -0.70 0.92 1.21 -0.26
C -0.03 1.63 -0.05 -0.11
H -2.21 1.81 2.65 0.06
H -0.55 2.06 3.01 0.04
H -1.30 3.10 1.91 0.08
H -1.45 0.19 0.96 0.07
H 0.07 0.19 1.62 0.11
H -0.22 0.90 -0.82 0.04
H 1.02 1.73 -0.07 0.05
H -0.41 2.50 -0.54 0.06
C 0.58 -2.11 -0.79 -0.16
C 1.18 -2.18 -2.24 -0.15
H 1.21 -1.51 -0.12 0.05
H -0.41 -1.64 -0.94 0.05
H 0.39 -3.06 -0.21 0.07
H 0.70 -2.91 -2.88 0.05
H 2.24 -2.35 -2.18 0.06
H 1.12 -1.26 -2.73 0.03
```


The most stable of them is entry one.


Entry one
C5H14 | the ωB97M-V functional and the def2-TZVPD basis

Summary:
SMILES: CCC.CC
highest occupied orbital energy: -11.49 eV

The geometry in XYZ format:
```
19
Properties=species:S:1:pos:R:3:lowdin_charge:R:1
C -1.63 0.21 -0.96 -0.12
C -1.59 -1.28 -1.29 -0.31
C -0.20 -1.65 -1.85 -0.13
H -1.17 0.72 -1.80 0.07
H -0.90 0.41 -0.16 0.04
H -2.59 0.64 -0.64 0.07
H -1.73 -1.89 -0.39 0.09
H -2.32 -1.51 -2.06 0.09
H 0.57 -1.09 -1.30 0.07
H 0.03 -2.69 -1.64 0.06
H -0.14 -1.47 -2.92 0.07
C 2.16 0.92 1.65 -0.16
C 0.80 1.43 2.10 -0.18
H 2.91 1.23 2.38 0.06
H 2.19 -0.14 1.46 0.06
H 2.43 1.41 0.72 0.06
H -0.08 0.94 1.67 0.03
H 0.62 2.48 1.85 0.07
H 0.64 1.33 3.17 0.06
```


Entry two
C5H14 | the ωB97M-V functional and the def2-TZVPD basis

Summary:
SMILES: CCC.CC
highest occupied orbital energy: -11.41 eV

The geometry in XYZ format:
```
19
Properties=species:S:1:pos:R:3:lowdin_charge:R:1
C -1.31 -0.22 -1.84 -0.12
C -0.55 1.11 -1.81 -0.32
C -0.88 1.90 -0.57 -0.14
H -2.33 -0.13 -1.46 0.07
H -0.74 -1.01 -1.36 0.06
H -1.48 -0.58 -2.86 0.06
H 0.54 0.98 -1.85 0.10
H -0.82 1.69 -2.70 0.10
H -0.38 1.48 0.30 0.06
H -0.57 2.95 -0.65 0.07
H -1.95 2.03 -0.41 0.07
C 1.53 -1.74 1.39 -0.17
C 1.15 -0.93 2.65 -0.16
H 1.76 -1.23 0.45 0.05
H 2.43 -2.34 1.52 0.06
H 0.65 -2.34 1.21 0.05
H 0.14 -1.23 2.88 0.05
H 1.14 0.14 2.42 0.05
H 1.81 -1.04 3.50 0.06
```


The most stable of them is entry one.


Entry one
C5H14 | the ωB97M-V functional and the def2-TZVPD basis

Summary:
SMILES: CCC.CC
highest occupied orbital energy: -10.78 eV

The geometry in XYZ format:
```
19
Properties=species:S:1:pos:R:3:lowdin_charge:R:1
C -1.96 0.60 -1.78 -0.10
C -2.22 1.14 -0.32 -0.32
C -2.14 0.06 0.69 -0.16
H -2.99 0.73 -2.38 0.11
H -1.69 -0.44 -1.59 0.06
H -1.29 1.24 -2.24 0.02
H -1.64 2.04 -0.25 0.09
H -3.29 1.27 -0.41 0.08
H -1.98 0.22 1.73 0.05
H -3.15 -0.50 0.60 0.11
H -1.42 -0.78 0.49 0.07
C 2.35 -1.14 0.46 -0.19
C 3.49 -0.31 0.85 -0.22
H 2.60 -1.44 -0.64 0.11
H 2.24 -1.88 1.26 0.07
H 1.44 -0.61 0.50 0.03
H 3.75 -0.43 2.02 0.12
H 3.53 0.76 0.74 0.05
H 4.37 -0.54 0.29 0.04
```


Entry two
C5H14 | the ωB97M-V functional and the def2-TZVPD basis

Summary:
SMILES: CCC.CC
highest occupied orbital energy: -11.22 eV

The geometry in XYZ format:
```
19
Properties=species:S:1:pos:R:3:lowdin_charge:R:1
C -2.18 2.63 0.44 -0.12
C -1.94 1.14 0.16 -0.32
C -0.48 0.71 0.38 -0.12
H -2.25 3.19 -0.48 0.07
H -1.37 3.06 1.02 0.06
H -3.08 2.84 1.03 0.06
H -2.62 0.49 0.72 0.09
H -2.25 0.92 -0.86 0.09
H -0.24 -0.10 -0.31 0.04
H 0.20 1.54 0.19 0.07
H -0.32 0.42 1.42 0.07
C 2.83 -2.10 -0.07 -0.18
C 1.57 -2.23 -0.92 -0.17
H 3.12 -2.98 0.50 0.06
H 3.70 -1.81 -0.67 0.06
H 2.75 -1.29 0.67 0.06
H 1.66 -3.06 -1.62 0.06
H 1.41 -1.30 -1.44 0.05
H 0.74 -2.42 -0.24 0.06
```


Entry three
C5H14 | the ωB97M-V functional and the def2-TZVPD basis

Summary:
SMILES: CCC.CC
highest occupied orbital energy: -10.94 eV

The geometry in XYZ format:
```
19
Properties=species:S:1:pos:R:3:lowdin_charge:R:1
C -0.57 -1.32 -1.96 -0.10
C 0.23 -0.71 -0.71 -0.30
C 0.63 -1.96 0.03 -0.17
H -1.46 -0.74 -2.11 0.05
H -0.01 -1.25 -2.84 0.04
H -0.95 -2.34 -1.76 0.07
H -0.52 -0.06 -0.08 0.09
H 0.99 -0.01 -0.93 0.07
H 1.28 -2.65 -0.62 0.10
H -0.37 -2.43 0.36 0.10
H 1.19 -1.77 0.95 0.05
C -0.16 2.18 0.47 -0.19
C 0.02 1.63 1.90 -0.18
H -0.36 3.33 0.48 0.10
H 0.66 1.96 -0.12 0.01
H -1.10 1.82 -0.01 0.06
H -0.76 0.99 2.31 0.05
H 0.85 0.87 2.00 0.06
H 0.40 2.44 2.64 0.09
```


The most stable of them is entry two.


Entry one
C5H14 | the ωB97M-V functional and the def2-TZVPD basis

Summary:
SMILES: CCC.CC
highest occupied orbital energy: -11.31 eV

The geometry in XYZ format:
```
19
Properties=species:S:1:pos:R:3:lowdin_charge:R:1
C 0.35 2.53 -1.11 -0.13
C 0.08 1.75 0.24 -0.31
C 1.36 1.75 1.05 -0.16
H 1.07 2.09 -1.86 0.07
H 0.65 3.59 -0.92 0.07
H -0.58 2.50 -1.77 0.07
H -0.78 2.18 0.75 0.10
H -0.14 0.71 0.09 0.05
H 1.24 1.23 2.04 0.07
H 2.26 1.37 0.64 0.05
H 1.61 2.87 1.40 0.11
C -0.68 -2.10 0.04 -0.17
C -1.01 -3.52 -0.30 -0.18
H -1.58 -1.61 0.59 0.10
H -0.01 -2.18 0.90 0.06
H -0.33 -1.32 -0.64 0.05
H -1.41 -3.99 0.54 0.05
H -1.79 -3.66 -1.08 0.08
H -0.33 -4.19 -0.62 0.02
```


Entry two
C5H14 | the ωB97M-V functional and the def2-TZVPD basis

Summary:
SMILES: CCC.CC
highest occupied orbital energy: -11.13 eV

The geometry in XYZ format:
```
19
Properties=species:S:1:pos:R:3:lowdin_charge:R:1
C -0.76 0.78 -2.44 -0.15
C -1.36 0.72 -1.07 -0.35
C -1.73 -0.76 -0.82 -0.12
H -0.49 -0.21 -2.80 0.06
H 0.10 1.56 -2.42 0.11
H -1.54 0.93 -3.20 0.07
H -0.66 1.12 -0.35 0.08
H -2.19 1.39 -0.93 0.10
H -2.05 -1.06 -1.87 0.08
H -0.89 -1.42 -0.48 0.08
H -2.59 -0.74 -0.12 0.06
C 1.28 -0.12 1.68 -0.16
C 2.44 -0.60 2.54 -0.14
H 1.30 0.95 1.59 0.06
H 1.32 -0.41 0.75 -0.01
H 0.33 -0.43 2.11 0.08
H 3.38 -0.11 2.25 0.07
H 2.29 -0.11 3.53 0.08
H 2.48 -1.59 2.63 0.01
```


The most stable of them is entry one.